No. 1
Computed, not measured: a molecular structure, C57H83BBaBrN10PS2Si at a distorted geometry, with wB97M-V/def2-TZVPD.

CARTESIAN COORDINATES (ANGSTROEM)
Ba1 -1.345 0.529 -0.708
C1 -6.322 3.489 1.113
C2 -5.389 3.819 -0.058
C3 -5.454 2.738 -1.123
C4 -3.998 4.066 0.458
C5 -3.588 5.179 1.218
C6 -2.255 4.963 1.466
N1 -1.909 3.800 0.893
N2 -2.984 3.227 0.253
B1 -0.632 2.957 0.978
N3 -0.736 1.970 2.203
C7 -0.638 2.225 3.513
C8 -0.994 1.092 4.212
C9 -1.332 0.154 3.223
N4 -1.148 0.676 2.009
C10 -1.879 -1.241 3.383
C11 -1.611 -2.102 2.156
C12 -1.356 -1.905 4.652
N5 0.688 3.722 0.964
C13 1.239 4.661 1.761
C14 2.522 4.893 1.331
C15 2.689 4.016 0.235
N6 1.584 3.326 0.013
C16 3.921 3.768 -0.598
C17 3.578 3.166 -1.957
C18 4.899 2.866 0.161
H1 -7.349 3.358 0.765
H2 -6.316 4.273 1.873
H3 -6.004 2.558 1.589
H4 -5.727 4.762 -0.500
H5 -5.144 1.768 -0.732
H6 -4.814 2.963 -1.980
H7 -6.477 2.641 -1.491
H8 -4.186 6.022 1.526
H9 -1.533 5.558 2.004
H10 -0.586 2.304 -0.011
H11 -0.316 3.194 3.865
H12 -1.029 0.973 5.283
H13 -2.966 -1.143 3.483
H14 -0.546 -2.119 1.910
H15 -2.155 -1.753 1.277
H16 -1.937 -3.130 2.336
H17 -0.267 -1.982 4.624
H18 -1.766 -2.913 4.748
H19 -1.631 -1.351 5.552
H20 0.691 5.100 2.581
H21 3.235 5.588 1.747
H22 4.400 4.739 -0.755
H23 3.019 2.237 -1.837
H24 4.493 2.952 -2.517
H25 2.956 3.839 -2.553
H26 4.423 1.905 0.384
H27 5.204 3.311 1.112
H28 5.797 2.672 -0.431
N7 0.296 1.325 -4.627
C19 1.117 0.476 -3.893
C20 2.041 -0.300 -4.609
C21 2.905 -1.106 -3.913
C22 2.849 -1.137 -2.520
C23 1.890 -0.362 -1.919
N8 1.022 0.430 -2.575
C24 -0.448 2.438 -4.225
C25 -0.614 3.459 -5.168
C26 -1.350 4.567 -4.824
C27 -1.903 4.646 -3.551
C28 -1.696 3.586 -2.698
N9 -0.990 2.480 -3.018
H29 0.505 1.323 -5.611
H30 2.071 -0.249 -5.691
H31 3.629 -1.708 -4.450
H32 3.517 -1.745 -1.927
H33 1.805 -0.374 -0.840
H34 -0.151 3.375 -6.144
H35 -1.483 5.369 -5.540
H36 -2.486 5.496 -3.226
H37 -2.135 3.599 -1.708
C29 6.110 -0.480 4.830
C30 5.158 0.160 3.801
C31 5.972 1.122 2.921
C32 4.142 1.037 4.559
Si1 4.325 -1.177 2.733
Br1 2.665 -0.101 1.635
C33 5.433 -1.857 1.335
C34 4.750 -3.053 0.655
C35 5.701 -0.823 0.226
C36 6.792 -2.335 1.883
C37 3.472 -2.535 3.758
C38 4.501 -3.548 4.296
C39 2.403 -3.311 2.969
C40 2.747 -1.895 4.954
H38 6.615 0.319 5.386
H39 6.886 -1.097 4.371
H40 5.586 -1.094 5.562
H41 6.358 1.925 3.560
H42 5.361 1.587 2.143
H43 6.830 0.648 2.445
H44 4.704 1.820 5.084
H45 3.569 0.493 5.307
H46 3.437 1.527 3.886
H47 3.745 -2.810 0.298
H48 4.673 -3.924 1.306
H49 5.354 -3.348 -0.212
H50 4.778 -0.458 -0.228
H51 6.289 -1.315 -0.560
H52 6.267 0.044 0.560
H53 6.698 -3.081 2.675
H54 7.400 -1.516 2.269
H55 7.358 -2.798 1.066
H56 4.948 -4.145 3.499
H57 3.994 -4.244 4.974
H58 5.313 -3.084 4.858
H59 2.812 -3.918 2.163
H60 1.649 -2.651 2.539
H61 1.894 -3.990 3.664
H62 3.434 -1.488 5.696
H63 2.152 -2.669 5.453
H64 2.066 -1.096 4.650
S1 -2.469 -1.710 -3.527
P1 -4.162 -1.223 -2.625
S2 -4.041 -0.791 -0.653
C41 -4.869 0.210 -3.508
C42 -4.017 1.130 -4.117
C43 -4.525 2.235 -4.786
C44 -5.899 2.426 -4.867
C45 -6.758 1.511 -4.272
C46 -6.244 0.412 -3.593
C47 -5.457 -2.480 -2.836
C48 -6.339 -2.826 -1.820
C49 -7.338 -3.769 -2.050
C50 -7.457 -4.369 -3.294
C51 -6.573 -4.030 -4.315
C52 -5.578 -3.094 -4.085
H65 -2.948 0.959 -4.091
H66 -3.846 2.940 -5.251
H67 -6.300 3.281 -5.398
H68 -7.830 1.652 -4.337
H69 -6.926 -0.292 -3.130
H70 -6.238 -2.357 -0.849
H71 -8.021 -4.034 -1.252
H72 -8.234 -5.103 -3.472
H73 -6.658 -4.500 -5.287
H74 -4.879 -2.839 -4.872
C53 -2.148 -5.047 -0.557
C54 -0.768 -4.766 -1.163
C55 -0.768 -5.118 -2.654
C56 0.329 -5.524 -0.408
C57 -0.495 -3.314 -1.009
N10 -0.321 -2.191 -0.868
H75 -2.372 -6.107 -0.689
H76 -2.919 -4.456 -1.054
H77 -2.167 -4.812 0.508
H78 -1.087 -6.158 -2.754
H79 0.231 -5.016 -3.082
H80 -1.450 -4.473 -3.210
H81 0.184 -6.596 -0.560
H82 0.288 -5.316 0.663
H83 1.321 -5.254 -0.775

Its max |F| is 2.6 eV/A.

Atomic partial charges in e from the Mulliken method, atoms 1 to 8:
1. Ba 0.77
2. C -1.56
3. C 0.78
4. C -0.78
5. C -0.25
6. C -1.61
7. C -0.20
8. N 0.90


No. 2
Computed, not measured: C7H15NO in the gas phase at a distorted geometry, with wB97M-V/def2-TZVPD.

CARTESIAN COORDINATES (ANGSTROEM)
C1 -1.867 -1.406 2.427
C2 -1.337 -1.452 1.010
O1 -1.425 -2.473 0.340
C3 -0.674 -0.170 0.467
C4 -1.714 0.773 -0.196
C5 0.400 -0.523 -0.543
N1 1.177 0.660 -0.881
C6 2.296 1.011 0.021
C7 1.563 0.746 -2.314
H1 -2.329 -2.346 2.743
H2 -1.011 -1.119 3.085
H3 -2.628 -0.646 2.526
H4 -0.251 0.373 1.329
H5 -2.142 0.284 -1.067
H6 -2.486 1.047 0.516
H7 -1.232 1.696 -0.556
H8 1.064 -1.290 -0.191
H9 -0.036 -0.941 -1.459
H10 1.888 1.197 1.016
H11 2.749 1.970 -0.336
H12 3.070 0.235 0.102
H13 0.649 0.650 -2.935
H14 2.296 -0.031 -2.575
H15 1.980 1.757 -2.529

The structure (SMILES) is CC(=O)[C@H](C)CN(C)C. Its max |F| is 1.6 eV/A.

Atomic partial charges in e from the natural (NBO) method, atoms 1 to 8:
1. C -0.72
2. C 0.61
3. O -0.55
4. C -0.32
5. C -0.60
6. C -0.22
7. N -0.46
8. C -0.41


No. 3
Computed, not measured: a molecular structure, C20H28BeNO2Se at a distorted geometry, with wB97M-V/def2-TZVPD.

CARTESIAN COORDINATES (ANGSTROEM)
O1 -0.401 -0.025 -2.276
C1 0.747 -0.321 -3.114
C2 0.159 -0.172 -4.485
H1 1.121 -1.346 -2.997
H2 1.474 0.481 -2.891
C3 -1.060 0.199 -3.592
H3 0.177 -1.093 -5.068
H4 0.685 0.639 -5.004
C4 -2.228 -0.754 -3.719
H5 -1.858 -1.762 -3.482
H6 -2.615 -0.774 -4.748
H7 -3.046 -0.459 -3.031
C5 -1.427 1.678 -3.858
H8 -0.518 2.314 -3.910
H9 -2.157 2.118 -3.153
H10 -1.911 1.752 -4.853
Be1 -0.858 -0.772 2.949
C6 -1.046 1.064 3.615
C7 0.389 1.345 3.641
C8 0.688 2.227 2.594
H11 1.147 0.959 4.329
C9 -0.534 2.609 1.944
C10 -1.588 1.886 2.543
H12 -2.639 1.921 2.219
H13 -1.622 0.656 4.464
H14 1.673 2.564 2.290
H15 -0.623 3.343 1.137
C11 -2.948 -1.564 3.043
C12 -3.465 -0.561 2.177
C13 -2.640 -0.498 1.036
H16 -4.396 0.012 2.332
C14 -1.666 -1.530 1.103
C15 -1.851 -2.224 2.360
H17 -1.416 -3.195 2.592
H18 -3.347 -1.853 4.022
H19 -2.792 0.115 0.162
H20 -1.028 -1.863 0.298
O2 2.510 -1.024 -1.454
C16 1.927 -0.618 -0.103
C17 2.562 0.784 0.194
H21 2.342 -1.377 0.655
H22 0.830 -0.732 -0.090
C18 4.026 0.558 -0.354
H23 2.545 1.053 1.278
H24 2.033 1.577 -0.406
C19 3.925 -0.625 -1.356
H25 4.671 0.186 0.477
H26 4.477 1.456 -0.827
H27 4.508 -1.512 -1.010
H28 4.377 -0.376 -2.321
Se1 1.602 -2.872 6.063
C20 0.829 -2.070 4.736
N1 0.255 -1.523 3.847

As for the total charge: -1. Its max |F| is 3.7 eV/A.

Atomic partial charges in e from the natural (NBO) method, atoms 1 to 8:
1. O -0.55
2. C -0.04
3. C -0.50
4. H 0.20
5. H 0.18
6. C 0.27
7. H 0.20
8. H 0.20


For each record above, in turn, the calculated relative energy (zero: lowest compared OMol25 entry of this formula, charge and spin) values are 126.8; 129.9; 99.8 kJ/mol.
For each record above, in turn, the calculated E_HOMO values are -7.57; -8.33; -4.06 eV.
For each record above, in turn, the calculated frontier orbital gap values are 8.0; 9.2; 6.6 eV.